No. 1
This record from OMol25 describes a cluster of 12 separate species, C21H47N16O23S in total. The level of theory is the ωB97M-V functional and the def2-TZVPD basis.

## Properties
- E: -104268.398 eV
- Net charge: +1
- Max |F|: 3.7 eV/Å
- Highest occupied orbital energy: -11.710 eV

Atoms and positions in Å:
1 N 2.12 -3.90 2.42
2 C 3.42 -3.84 1.71
3 C 3.37 -3.10 0.33
4 C 3.21 -1.56 0.43
5 C 2.54 -0.90 1.58
6 C 2.46 0.54 1.44
7 C 1.74 1.36 2.56
8 C 0.43 2.11 2.05
9 S -0.30 1.41 0.53
10 C -0.94 -0.28 0.79
11 N -1.71 -0.77 -0.17
12 N -2.07 -2.06 0.13
13 C -1.51 -2.29 1.31
14 O -0.76 -1.21 1.82
15 C 3.04 1.25 0.29
16 N 3.63 0.57 -0.68
17 N 3.65 -0.74 -0.55
18 H 1.78 -4.85 2.53
19 H 2.29 -3.47 3.33
20 H 4.26 -3.44 2.37
21 H 3.72 -4.90 1.48
22 H 2.52 -3.53 -0.27
23 H 4.31 -3.33 -0.23
24 H 2.12 -1.47 2.43
25 H 2.43 2.01 3.14
26 H 1.37 0.59 3.30
27 H -0.31 2.19 2.89
28 H 0.74 3.15 1.80
29 H -1.61 -3.28 1.81
30 H 3.00 2.37 0.21
31 H 4.08 -1.23 -1.34
32 C 3.37 6.46 0.27
33 N 3.56 4.99 0.13
34 O 4.27 4.60 -0.78
35 O 2.99 4.27 0.94
36 H 3.92 6.96 -0.51
37 H 2.30 6.65 0.17
38 H 3.73 6.74 1.25
39 C 1.70 2.71 6.81
40 N 1.18 3.30 5.55
41 O -0.02 3.46 5.46
42 O 2.00 3.57 4.69
43 H 0.87 2.52 7.48
44 H 2.22 1.79 6.56
45 H 2.39 3.44 7.25
46 C -3.92 0.17 2.75
47 N -5.12 0.64 3.49
48 O -6.07 1.02 2.84
49 O -5.06 0.60 4.71
50 H -4.12 0.26 1.68
51 H -3.09 0.80 3.04
52 H -3.75 -0.87 3.02
53 C -3.27 -1.41 -2.93
54 N -3.34 -1.65 -4.40
55 O -2.48 -1.14 -5.09
56 O -4.26 -2.34 -4.80
57 H -2.41 -0.78 -2.72
58 H -4.19 -0.91 -2.63
59 H -3.17 -2.38 -2.44
60 C -5.83 0.92 -4.91
61 N -7.02 1.39 -4.16
62 O -7.99 1.74 -4.80
63 O -6.94 1.37 -2.94
64 H -6.03 0.99 -5.98
65 H -5.00 1.57 -4.64
66 H -5.63 -0.11 -4.62
67 C 7.66 7.66 -0.26
68 N 6.19 7.91 -0.17
69 O 5.60 8.13 -1.21
70 O 5.69 7.87 0.93
71 H 7.96 7.72 -1.30
72 H 8.16 8.42 0.34
73 H 7.84 6.67 0.14
74 C 10.11 5.06 2.54
75 N 9.95 6.36 1.83
76 O 10.00 7.37 2.49
77 O 9.79 6.31 0.62
78 H 10.25 5.26 3.60
79 H 9.21 4.48 2.38
80 H 10.98 4.56 2.13
81 C -5.81 -4.98 -5.46
82 N -6.97 -5.88 -5.21
83 O -7.94 -5.41 -4.65
84 O -6.86 -7.04 -5.58
85 H -6.05 -4.00 -5.08
86 H -4.95 -5.40 -4.95
87 H -5.65 -4.95 -6.54
88 C 7.57 -2.58 0.13
89 N 7.09 -3.64 1.06
90 O 6.40 -3.29 2.01
91 O 7.41 -4.78 0.80
92 H 7.20 -1.62 0.48
93 H 8.65 -2.61 0.13
94 H 7.17 -2.80 -0.86
95 C -6.93 -8.72 -2.33
96 N -6.05 -7.61 -1.87
97 O -6.28 -7.12 -0.79
98 O -5.14 -7.28 -2.62
99 H -7.68 -8.90 -1.57
100 H -7.39 -8.40 -3.27
101 H -6.31 -9.59 -2.48
102 C -9.45 -0.45 -2.19
103 N -10.61 -1.35 -1.94
104 O -11.57 -0.87 -1.37
105 O -10.50 -2.50 -2.32
106 H -9.68 0.54 -1.81
107 H -8.59 -0.87 -1.68
108 H -9.29 -0.42 -3.27

No. 2
This record from OMol25 describes a cluster of 3 separate species, C31H37ClF10N3O17PS2 in total. The level of theory is the ωB97M-V functional and the def2-TZVPD basis.

## Properties
- E: -142679.750 eV
- Max |F|: 1.0 eV/Å
- Highest occupied orbital energy: -9.634 eV
- SMILES: CN(C)C(=O)C[C@@H]1[C@](Cl)(CCCCC(F)(F)C(F)(F)S(F)(F)(F)(F)F)[C@@H](CCCO)[C@@](C(=O)NC(=O)F)(P(=N)(O)O)OS1(=O)=O.O=C1C=C(O)C(=O)C=C1O.O=C1C=C(O)C(=O)C=C1O

Atoms and positions in Å:
1 C -5.72 -1.22 -3.11
2 N -5.20 -0.99 -1.77
3 C -6.08 -0.16 -0.95
4 C -4.78 -2.18 -1.14
5 O -5.09 -3.28 -1.53
6 C -3.78 -1.96 0.00
7 C -4.38 -1.89 1.41
8 C -3.37 -1.30 2.46
9 Cl -3.39 0.47 2.12
10 C -1.92 -1.84 2.32
11 C -0.79 -0.91 1.88
12 C -0.72 -0.59 0.39
13 C 0.65 -0.09 -0.08
14 C 0.91 1.38 0.13
15 F 2.21 1.70 -0.12
16 F 0.69 1.67 1.46
17 C 0.02 2.45 -0.59
18 F -1.20 2.45 -0.05
19 F 0.57 3.64 -0.37
20 S -0.21 2.26 -2.48
21 F -1.55 3.10 -2.42
22 F 0.60 3.57 -2.79
23 F 1.13 1.41 -2.57
24 F -1.04 0.93 -2.20
25 F -0.43 2.03 -4.02
26 C -3.84 -1.62 3.89
27 C -3.21 -0.69 4.97
28 C -4.00 0.50 5.53
29 C -3.52 1.89 5.10
30 O -3.40 2.80 6.18
31 C -5.32 -2.00 4.10
32 C -5.33 -2.52 5.60
33 O -4.74 -3.52 5.82
34 N -5.97 -1.83 6.65
35 C -7.06 -2.46 7.21
36 O -7.60 -3.45 6.84
37 F -7.48 -1.77 8.25
38 P -6.73 -0.85 3.62
39 N -6.36 0.63 3.40
40 O -7.83 -1.02 4.77
41 O -7.39 -1.64 2.40
42 O -5.60 -3.22 3.39
43 S -4.93 -3.51 1.95
44 O -3.75 -4.28 2.16
45 O -5.98 -4.00 1.13
46 H -5.05 -1.89 -3.64
47 H -6.74 -1.60 -3.12
48 H -5.70 -0.27 -3.64
49 H -6.49 0.62 -1.58
50 H -6.92 -0.72 -0.53
51 H -5.51 0.35 -0.17
52 H -3.37 -0.97 -0.17
53 H -3.02 -2.73 -0.09
54 H -5.20 -1.18 1.39
55 H -1.61 -2.23 3.29
56 H -1.91 -2.71 1.66
57 H 0.13 -1.45 2.11
58 H -0.74 -0.01 2.49
59 H -0.91 -1.52 -0.15
60 H -1.49 0.10 0.08
61 H 0.81 -0.38 -1.12
62 H 1.43 -0.60 0.49
63 H -3.38 -2.59 4.08
64 H -2.28 -0.31 4.55
65 H -2.90 -1.33 5.80
66 H -3.89 0.48 6.62
67 H -5.07 0.47 5.33
68 H -4.22 2.30 4.36
69 H -2.56 1.83 4.59
70 H -4.06 2.59 6.85
71 H -6.12 -0.84 6.51
72 H -6.55 0.95 2.45
73 H -8.44 -1.75 4.58
74 H -7.90 -1.02 1.86
75 O 3.61 2.38 -4.31
76 C 4.79 2.22 -4.08
77 C 5.86 2.66 -4.95
78 C 7.14 2.41 -4.61
79 O 8.18 2.78 -5.33
80 C 7.49 1.66 -3.35
81 O 8.67 1.45 -3.14
82 C 6.42 1.23 -2.47
83 C 5.15 1.49 -2.81
84 O 4.11 1.13 -2.07
85 H 5.60 3.20 -5.85
86 H 8.98 2.51 -4.85
87 H 6.68 0.70 -1.56
88 H 3.32 1.44 -2.55
89 O 11.06 2.90 -5.56
90 C 11.73 1.89 -5.67
91 C 11.34 0.59 -5.16
92 C 12.17 -0.45 -5.33
93 O 11.90 -1.67 -4.90
94 C 13.50 -0.31 -6.02
95 O 14.19 -1.31 -6.11
96 C 13.88 0.99 -6.54
97 C 13.05 2.03 -6.38
98 O 13.31 3.25 -6.81
99 H 10.39 0.50 -4.65
100 H 12.68 -2.22 -5.15
101 H 14.83 1.08 -7.05
102 H 12.55 3.80 -6.56

For each record above, in turn, the calculated frontier orbital gap values are 7.481 8.036 eV.